1.
C6H14N2O | ωB97M-V/def2-TZVPD

Summary:
Energy relative to the best compared isomer or geometry (same formula, charge and spin), kcal/mol: 120.97
Gap between HOMO and LUMO, eV: 8.159
SMILES: C=CC(=C)O.CN(C)N
HOMO energy, hartree: -0.271

Each line ends with the natural charge from an NBO analysis.
Element x y z (Å)
C  -1.18  0.36  -1.98  -0.44
C  -1.78  -0.57  0.42  -0.41
N  -0.63  -0.36  -0.82  -0.27
N  -0.20  -1.67  -1.20  -0.69
H  0.51  -1.63  -1.94  0.36
H  -0.96  -2.24  -1.57  0.32
H  -0.45  0.42  -2.80  0.20
H  -1.44  1.38  -1.70  0.20
H  -2.06  -0.15  -2.38  0.17
H  -2.52  -1.24  -0.03  0.17
H  -2.18  0.42  0.64  0.21
H  -1.44  -1.06  1.33  0.23
C  1.13  0.60  0.43  0.36
C  1.00  -0.08  1.75  -0.23
C  2.22  0.30  -0.36  -0.57
C  0.63  0.50  2.90  -0.41
O  0.73  1.93  0.50  -0.71
H  1.00  2.35  -0.33  0.48
H  1.29  -1.12  1.76  0.21
H  2.57  -0.72  -0.46  0.21
H  2.73  1.07  -0.93  0.19
H  0.36  1.55  2.95  0.21
H  0.65  -0.06  3.83  0.20

2.
C17H28N2O5 | ωB97M-V/def2-TZVPD

Summary:
Energy relative to the best compared isomer or geometry (same formula, charge and spin), kcal/mol: 101.63
Gap between HOMO and LUMO, eV: 8.025
SMILES: COCCCCC1=CC(=O)C=CC1=O.CN(C)C=O.CN(C)C=O
HOMO energy, hartree: -0.332

Each line ends with the natural charge from an NBO analysis.
Element x y z (Å)
C  -1.83  -0.79  -1.09  -0.25
O  -1.75  -2.16  -0.70  -0.56
C  -0.50  -2.77  -1.00  -0.06
C  -0.21  -3.78  0.10  -0.42
C  0.88  -4.84  -0.19  -0.38
C  0.98  -5.35  -1.65  -0.45
C  2.07  -4.64  -2.39  -0.01
C  1.90  -3.72  -3.35  -0.26
C  3.07  -3.07  -3.97  0.49
O  3.05  -2.58  -5.08  -0.50
C  4.32  -3.05  -3.16  -0.22
C  4.53  -3.97  -2.22  -0.25
C  3.48  -5.01  -2.01  0.50
O  3.74  -6.11  -1.59  -0.50
H  -1.41  -0.15  -0.32  0.19
H  -2.89  -0.54  -1.19  0.20
H  -1.33  -0.62  -2.05  0.16
H  0.26  -1.99  -1.03  0.17
H  -0.59  -3.24  -1.99  0.16
H  -1.14  -4.25  0.39  0.22
H  0.13  -3.20  0.96  0.21
H  1.85  -4.47  0.15  0.20
H  0.66  -5.70  0.44  0.22
H  1.27  -6.40  -1.60  0.25
H  0.04  -5.25  -2.18  0.22
H  0.91  -3.45  -3.70  0.23
H  5.05  -2.27  -3.38  0.23
H  5.42  -4.03  -1.61  0.23
C  -1.35  2.91  0.19  0.53
O  -2.20  2.12  -0.19  -0.65
N  -0.54  3.61  -0.63  -0.42
C  0.45  4.54  -0.11  -0.41
C  -0.68  3.43  -2.06  -0.41
H  -1.17  3.11  1.25  0.12
H  0.24  5.55  -0.48  0.19
H  1.45  4.24  -0.44  0.18
H  0.41  4.56  0.98  0.25
H  -1.69  3.69  -2.38  0.21
H  -0.50  2.39  -2.33  0.21
H  0.03  4.07  -2.57  0.20
C  -0.87  4.58  3.84  0.53
O  -0.73  5.14  2.76  -0.65
N  -2.05  4.44  4.46  -0.42
C  -2.18  3.76  5.74  -0.40
C  -3.24  4.98  3.82  -0.42
H  -0.03  4.13  4.39  0.11
H  -2.84  2.90  5.65  0.20
H  -2.58  4.44  6.49  0.20
H  -1.20  3.42  6.07  0.21
H  -3.39  4.52  2.85  0.22
H  -3.14  6.06  3.68  0.22
H  -4.11  4.79  4.45  0.21

3.
C29H29N3OPd | ωB97M-V/def2-TZVPD

Summary:
Gap between HOMO and LUMO, eV: 3.570
HOMO energy, hartree: 0.029
Charge: -2

Each line ends with the natural charge from an NBO analysis.
Element x y z (Å)
Pd  -0.05  0.43  0.11  0.44
C  -1.63  -2.68  -4.50  -0.39
C  -2.69  -1.79  -4.31  -0.23
C  -2.65  -0.77  -3.38  -0.30
C  -1.50  -0.57  -2.54  0.18
C  -0.42  -1.48  -2.76  -0.31
C  -0.50  -2.49  -3.70  -0.21
N  -1.39  0.37  -1.60  -0.50
N  -2.48  1.24  -1.54  -0.41
C  -2.41  2.06  -0.54  0.31
C  -3.44  3.06  -0.35  -0.27
C  -3.38  3.94  0.68  -0.22
C  -2.28  3.89  1.59  -0.46
C  -1.33  2.92  1.37  0.08
N  -1.36  2.03  0.38  -0.59
H  -1.69  -3.47  -5.23  0.17
H  -3.59  -1.90  -4.91  0.17
H  -3.49  -0.10  -3.25  0.21
H  0.46  -1.36  -2.14  0.22
H  0.36  -3.16  -3.81  0.18
H  -4.26  3.07  -1.05  0.19
H  -4.16  4.68  0.81  0.18
H  -2.19  4.57  2.43  0.18
H  -0.48  2.83  2.04  0.18
C  0.52  -0.11  3.41  -0.61
C  1.62  -0.66  2.50  -0.18
C  2.98  -0.32  3.15  -0.60
C  1.47  -0.03  1.10  -0.64
C  1.54  -2.18  2.37  0.04
C  0.62  -2.97  3.07  -0.25
C  0.58  -4.35  2.91  -0.22
C  1.46  -4.98  2.04  -0.26
C  2.37  -4.21  1.33  -0.24
C  2.40  -2.84  1.49  -0.15
H  0.64  0.97  3.50  0.21
H  0.57  -0.54  4.42  0.17
H  -0.46  -0.30  2.97  0.25
H  3.08  0.76  3.21  0.20
H  3.81  -0.70  2.54  0.19
H  3.08  -0.74  4.16  0.18
H  2.44  0.45  0.86  0.12
H  -0.09  -2.50  3.73  0.22
H  -0.15  -4.93  3.45  0.20
H  1.42  -6.06  1.90  0.19
H  3.05  -4.68  0.62  0.19
H  3.08  -2.23  0.89  0.21
C  -1.31  -2.85  0.11  -0.75
C  -2.15  -2.67  1.33  0.55
O  -2.50  -1.58  1.72  -0.53
C  -2.59  -3.89  2.11  -0.05
C  -3.13  -3.70  3.38  -0.19
C  -3.53  -4.78  4.15  -0.23
C  -3.41  -6.07  3.65  -0.22
C  -2.90  -6.27  2.38  -0.23
C  -2.49  -5.18  1.62  -0.20
H  -0.64  -1.99  0.04  0.29
H  -1.94  -2.82  -0.78  0.26
H  -0.73  -3.78  0.11  0.20
H  -3.21  -2.68  3.74  0.24
H  -3.93  -4.62  5.15  0.20
H  -3.73  -6.92  4.25  0.20
H  -2.81  -7.27  1.98  0.20
H  -2.07  -5.34  0.63  0.22

4.
C5H14NOP | ωB97M-V/def2-TZVPD

Summary:
Energy relative to the best compared isomer or geometry (same formula, charge and spin), kcal/mol: 78.92
Gap between HOMO and LUMO (alpha / beta), eV: 6.133 / 8.940
HOMO energy (alpha / beta), hartree: -0.270 / -0.295

Each line ends with the natural charge from an NBO analysis.
Element x y z (Å)
C  2.84  -0.31  -1.08  -0.66
C  2.15  -0.22  1.54  -0.69
C  -3.27  1.48  0.31  -0.43
C  -1.91  -1.96  -0.17  -0.88
C  2.09  0.28  0.09  -0.08
N  -2.54  0.55  -0.52  -0.92
O  -1.49  -0.11  1.75  -1.04
P  -1.19  -0.22  0.30  1.57
H  2.34  -0.25  -1.93  0.22
H  3.67  0.47  -1.06  0.22
H  3.30  -1.21  -0.92  0.21
H  1.95  -1.28  1.66  0.22
H  1.49  0.34  2.22  0.24
H  3.18  -0.06  1.93  0.21
H  -2.55  2.32  0.54  0.18
H  -4.03  2.01  -0.21  0.20
H  -3.64  1.01  1.28  0.23
H  -2.02  -2.03  -1.19  0.21
H  -1.21  -2.66  0.19  0.21
H  -2.92  -2.08  0.11  0.23
H  1.76  1.34  0.02  0.18
H  -2.36  0.94  -1.48  0.39

5.
C33H49AlCl3N2O3PSi | ωB97M-V/def2-TZVPD

Summary:
Energy relative to the best compared isomer or geometry (same formula, charge and spin), kcal/mol: 296.28
Gap between HOMO and LUMO, eV: 4.320
HOMO energy, hartree: -0.154

Each line ends with the Mulliken charge.
Element x y z (Å)
C  -1.54  -5.21  -2.14  -1.60
C  -0.54  -4.89  -1.08  0.73
H  -1.62  -6.25  -2.40  0.49
H  -1.24  -4.66  -3.04  0.14
H  -2.55  -4.94  -1.81  0.27
C  0.51  -5.64  -0.81  0.08
C  1.01  -6.71  -1.73  -1.58
H  1.00  -5.66  0.19  0.36
H  1.22  -6.28  -2.73  0.27
H  0.30  -7.53  -1.89  0.35
H  1.92  -7.13  -1.29  0.41
Al  0.27  0.61  -0.42  0.05
Cl  -1.79  -0.52  0.07  -0.30
Cl  -0.66  2.57  -1.00  0.02
C  -0.13  -0.11  2.46  -0.45
O  0.40  0.14  1.31  0.33
N  0.62  0.19  3.50  0.66
C  2.01  0.39  3.12  -0.35
C  0.22  -0.05  4.87  -0.98
H  -1.19  -0.46  2.55  0.43
H  2.04  1.05  2.27  -0.24
H  2.47  -0.57  2.79  -0.10
H  2.51  0.84  3.93  0.51
H  -0.88  -0.01  4.92  0.36
H  0.62  0.75  5.47  0.33
H  0.54  -1.04  5.24  0.30
H  1.44  -2.03  -2.42  -0.19
H  4.26  -3.93  -0.84  0.22
C  2.56  -2.15  -2.58  -0.45
C  4.51  -2.91  -1.20  -0.92
N  3.33  -2.02  -1.32  0.23
H  2.96  -1.33  -3.25  0.33
C  3.16  -1.05  -0.41  -0.27
O  2.32  -0.12  -0.42  -0.47
H  5.21  -2.48  -0.48  0.36
H  3.88  -1.12  0.41  0.48
H  2.88  -3.17  -2.95  0.45
H  4.99  -2.94  -2.19  0.45
O  -1.33  -2.70  -1.23  -0.59
C  -0.89  -3.61  -0.32  -1.07
C  1.47  -3.23  0.61  -0.04
C  0.11  -3.25  0.83  1.48
H  1.81  -3.38  -0.43  0.97
C  2.38  -3.11  1.67  -1.19
H  -1.78  -3.79  0.24  0.18
C  -0.38  -3.37  2.14  -0.53
H  3.44  -3.00  1.46  0.51
C  1.88  -3.16  2.97  -0.87
C  0.53  -3.39  3.20  -0.91
H  -1.45  -3.47  2.32  0.39
H  2.59  -3.12  3.81  0.36
H  0.14  -3.54  4.22  0.46
Si  -2.63  -0.10  -2.33  0.72
Cl  0.42  0.24  -2.45  -0.16
C  -2.87  1.57  -3.50  -1.00
C  -4.03  0.46  -1.20  -1.10
C  -2.86  -1.67  -3.21  -0.69
H  -2.05  2.03  -4.05  0.30
H  -3.30  2.36  -2.86  0.22
H  -3.72  1.32  -4.17  0.42
H  -1.99  -2.02  -3.78  0.24
H  -3.65  -1.27  -3.87  0.37
H  -3.23  -2.47  -2.54  0.20
H  -4.24  -0.13  -0.31  0.47
H  -4.84  0.36  -1.93  0.42
H  -3.76  1.51  -0.92  0.05
C  -2.49  3.25  1.45  -0.97
P  -1.13  4.03  0.58  0.58
C  -1.62  5.30  -0.55  0.34
C  -0.65  6.19  -1.07  -0.39
C  -1.02  7.13  -2.03  -0.64
C  -2.33  7.16  -2.56  -0.47
C  -3.26  6.23  -2.10  -0.74
C  -2.91  5.28  -1.14  -0.19
C  0.54  4.05  1.25  0.30
C  0.59  4.32  2.64  -0.71
C  1.81  4.25  3.33  -0.54
C  2.99  3.91  2.65  -0.54
C  2.93  3.63  1.29  -0.75
C  1.73  3.71  0.60  -0.46
H  -3.39  3.37  0.85  0.34
H  -2.70  3.66  2.44  0.42
H  -2.30  2.19  1.59  0.21
H  0.35  6.16  -0.63  0.31
H  -0.33  7.94  -2.31  0.33
H  -2.65  7.95  -3.25  0.35
H  -4.32  6.32  -2.43  0.33
H  -3.63  4.55  -0.76  0.18
H  -0.34  4.54  3.19  0.35
H  1.83  4.47  4.41  0.39
H  3.93  3.86  3.21  0.37
H  3.84  3.36  0.79  0.46
H  1.72  3.47  -0.45  0.83

6.
C7H7NO3 | ωB97M-V/def2-TZVPD

Summary:
Energy relative to the best compared isomer or geometry (same formula, charge and spin), kcal/mol: 54.32
Gap between HOMO and LUMO, eV: 9.357
SMILES: COc1cncc(C(=O)O)c1
HOMO energy, hartree: -0.338

Each line ends with the natural charge from an NBO analysis.
Element x y z (Å)
C  -0.26  0.71  -3.61  -0.25
C  -0.81  -0.07  -1.38  0.28
C  -1.86  -0.34  -0.60  -0.01
C  -0.80  -0.60  1.47  0.06
C  0.35  -0.09  0.89  -0.23
C  0.44  0.03  -0.51  -0.19
C  1.53  0.22  1.72  0.78
H  -0.84  1.65  -3.97  0.19
H  -0.02  0.07  -4.56  0.20
H  0.70  1.03  -3.26  0.18
H  -2.80  -0.51  -1.15  0.19
H  -0.86  -0.80  2.54  0.23
H  1.40  0.04  -1.05  0.23
H  1.92  -0.05  3.61  0.50
N  -1.90  -0.64  0.67  -0.40
O  -0.99  -0.06  -2.69  -0.49
O  1.14  -0.14  2.97  -0.71
O  2.62  0.68  1.62  -0.57

> Number 2 is which compound?

C17H28N2O5

> Which formula does entry 1 have?

C6H14N2O